No. 1
C44H45FInN11O6S2 as an isolated structure at a distorted geometry, computed with ωB97M-V/def2-TZVPD.

```
110
Properties=species:S:1:pos:R:3
In -0.35891 -0.25617 -2.10585
C -0.08236 -3.22235 -0.85086
N -0.04964 -2.74632 -2.20958
C 1.21050 -3.02190 -2.94133
C 2.45757 -2.52874 -2.29098
N 2.48963 -1.56157 -1.39519
C 3.85685 -1.44750 -1.06207
C 4.49682 -0.63203 -0.15961
C 5.87020 -0.64788 0.00653
C 6.60970 -1.53681 -0.75479
C 6.03721 -2.42853 -1.63528
C 4.65085 -2.39107 -1.77234
N 3.70968 -3.02846 -2.57631
C -1.50166 -3.61815 -0.43203
N -1.70791 -4.70690 0.28681
C -3.04346 -4.66290 0.71616
C -3.69332 -5.43983 1.70103
C -4.98519 -5.07650 2.04075
C -5.57956 -3.93588 1.46322
C -4.93817 -3.15831 0.50367
C -3.64294 -3.51145 0.17845
N -2.64138 -2.85971 -0.51842
H 0.20543 -2.43139 -0.17176
H 0.53095 -4.14838 -0.69722
H -0.81315 -3.02806 -2.88112
H 1.18564 -2.70717 -4.00837
H 1.38568 -4.12890 -3.03410
H 3.87262 0.04295 0.42500
H 6.34877 0.03591 0.73932
H 7.73049 -1.50333 -0.74154
H 6.69596 -3.08020 -2.20024
H 3.95704 -3.62852 -3.33406
H -3.12744 -6.16488 2.22149
H -5.57759 -5.59976 2.78553
H -6.61595 -3.60661 1.69982
H -5.51159 -2.36390 0.08764
H -2.77271 -1.96600 -1.00727
C -4.86173 2.40883 3.82333
C -3.49740 2.80887 3.19467
N -2.91210 1.66956 2.40453
C -3.22074 1.67527 1.06047
C -2.54810 0.86758 0.15674
C -3.14857 0.61823 -1.16738
O -4.14304 1.23223 -1.53361
O -2.53680 -0.35902 -1.87004
C -1.30649 0.30448 0.62334
O -0.20387 0.21282 -0.08712
C -1.28271 -0.08061 1.97880
C -0.48444 -1.17941 2.43899
C -0.36583 -1.42054 3.77581
F 0.38745 -2.52400 4.13664
C -1.06593 -0.73016 4.78236
C -1.96078 0.32254 4.26873
C -2.02363 0.72654 2.93730
N -0.99328 -1.01397 6.11885
C -0.19873 -2.04106 6.76636
C -0.30207 -1.94924 8.30020
N -1.75707 -1.86828 8.61212
C -2.31662 -0.52886 8.14879
C -1.44618 0.02907 7.02741
H -5.13813 3.22364 4.52428
H -4.70202 1.47968 4.37543
H -5.70890 2.24196 3.10155
H -2.78349 3.13673 4.02398
H -3.58803 3.60707 2.41374
H -4.09141 2.28495 0.78079
H 0.04053 -1.87453 1.75929
H -2.75546 0.69521 4.91133
H 0.87937 -1.99761 6.48684
H -0.60043 -3.06889 6.56599
H 0.20406 -1.11786 8.78363
H 0.07384 -2.89414 8.73378
H -1.91531 -1.95760 9.62064
H -2.14936 -2.72419 8.16398
H -2.22574 0.17620 8.98039
H -3.41857 -0.66817 7.91039
H -0.53414 0.59273 7.48357
H -2.04087 0.73942 6.46897
S 4.46813 2.99546 0.47556
C 3.66213 2.65681 -0.78193
C -1.93813 3.00005 -7.05749
N -1.20567 2.18770 -6.11120
C 0.18691 1.90865 -6.33677
C 0.52957 1.00128 -5.12721
O 1.65758 0.66247 -4.82577
N -0.61840 0.90210 -4.32951
C -1.61716 1.57945 -4.97629
N -2.89602 1.76612 -4.57341
H -1.29840 3.27382 -7.88147
H -2.25059 3.96038 -6.72488
H -2.84138 2.39149 -7.39072
H 0.80849 2.76658 -6.40832
H 0.32097 1.34999 -7.29123
H -3.14405 1.52023 -3.56596
H -3.44486 2.43864 -5.04693
O 6.96078 6.70197 -5.72468
C 6.03427 5.85842 -6.24043
O 5.90586 5.82213 -7.46459
C 5.31865 4.96973 -5.19666
C 5.34630 5.33838 -3.85539
C 4.76485 4.47801 -2.92452
C 3.98055 3.36435 -3.30027
S 2.95795 2.41170 -2.21902
C 3.92345 3.03907 -4.66832
C 4.63172 3.84542 -5.62342
H 7.01428 6.62819 -4.74772
H 5.66908 6.36766 -3.53089
H 5.04676 4.68041 -1.87684
H 3.37286 2.16502 -5.04604
H 4.67760 3.61007 -6.68865
```

Calculated values
Multiplicity ... 2
Total charge ... +1
<S²> ... 1.726
Relative energy (zero: lowest compared OMol25 entry of this formula, charge and spin) ... 7.6 kcal per mole

No. 2
A 2-piece molecular cluster, C23H26N2O5S2 overall at a distorted geometry, computed with ωB97M-V/def2-TZVPD.

```
58
Properties=species:S:1:pos:R:3
C 1.25579 5.53985 4.41277
O 0.47002 4.57032 5.15539
C -0.08117 3.56539 4.41568
C -0.76187 2.50801 5.08397
C -1.22174 1.41049 4.37559
C -1.07494 1.33674 2.97265
C -1.53761 0.20280 2.15030
C -0.94339 -1.02165 2.19078
S -1.80915 -2.56605 2.27070
O -1.06144 -3.48285 1.43390
O -2.07765 -2.86870 3.65962
C -3.36463 -2.27004 1.45709
C -4.52451 -1.95603 2.17441
C -5.66064 -1.54231 1.47581
C -5.64381 -1.47885 0.07945
C -4.51877 -1.90587 -0.63308
C -3.39043 -2.34784 0.06457
S 0.87792 -1.11829 2.10294
O 1.20862 -1.03506 0.67259
O 1.45809 -0.17358 3.02763
C 1.49880 -2.75108 2.49599
C 2.18088 -3.44541 1.49956
C 2.74067 -4.68918 1.77988
C 2.63519 -5.23486 3.06132
C 1.96478 -4.52430 4.06094
C 1.39989 -3.27800 3.78554
C -0.46884 2.42946 2.34396
C 0.02518 3.52452 3.00927
H 1.58948 6.26188 5.16153
H 2.11986 5.05670 3.92952
H 0.65066 6.04393 3.64257
H -0.90132 2.57486 6.16408
H -1.70885 0.57333 4.87318
H -2.50504 0.27507 1.64028
H -4.51759 -2.03184 3.26207
H -6.55405 -1.26605 2.03094
H -6.50818 -1.10943 -0.46539
H -4.50204 -1.90283 -1.72545
H -2.51263 -2.72962 -0.45943
H 2.24718 -3.01591 0.50138
H 3.26237 -5.22413 0.98240
H 3.08216 -6.20829 3.28100
H 1.88119 -4.93920 5.06745
H 0.86691 -2.72057 4.55128
H -0.36227 2.41694 1.27729
H 0.50333 4.33207 2.44462
C -1.39057 -0.14751 -1.05548
N -1.07251 0.96979 -0.16881
C -1.86565 2.12748 -0.62605
N 0.29863 1.29364 -0.51412
H -2.46851 -0.27340 -1.10941
H -0.99103 0.08885 -2.05501
H -0.92352 -1.05971 -0.68948
H -2.92364 1.85309 -0.67708
H -1.75680 2.97524 0.05386
H -1.50659 2.42383 -1.62878
H 0.56436 2.15285 -0.04108
H 0.86074 0.51903 -0.13273
```

Calculated values
Multiplicity ... 1
SMILES string ... COc1ccc(C=C(S(=O)(=O)c2ccccc2)S(=O)(=O)c2ccccc2)cc1.CN(C)N
Relative energy (zero: lowest compared OMol25 entry of this formula, charge and spin) ... 150.4 kcal per mole